Here is a gas-phase ion, C3H7NO3P (charge +1) at a distorted geometry from the OMol25 dataset. Energies are from ωB97M-V/def2-TZVPD.

ORCA input file:
```
! RIJCOSX wB97M-V def2-TZVPD def2/J DEFGRID3
* xyz 1 1
P -2.71808 -0.00639 -0.07045
O -1.75336 1.26441 -0.82958
O -2.39954 0.11118 1.38718
O -1.71524 -1.28851 -0.67599
N 0.14690 -0.00889 -0.02040
C -0.44132 0.91958 -1.11126
C -0.45152 -1.35286 -0.15180
C 0.00575 0.58053 1.28873
H -0.26623 0.36774 -1.95910
H 0.47884 -0.08028 2.09105
H 0.07030 1.64775 1.34965
H 0.12531 -1.98690 -0.96010
H 0.14251 1.93791 -1.18869
H 1.11620 0.00391 -0.08028
H -0.42421 -1.71019 0.80694
*
```

The strongest force on any atom is 4.2 eV/A. The total energy comes out at -20135.3393 eV. The molar mass comes out at 136.1 g mol⁻¹. The value obtained for the frontier orbital gap (spin up / spin down) is 0.346 / 0.254 Ha. The calculation puts the relative energy (zero: lowest compared OMol25 entry of this formula, charge and spin) at 323.7 kJ/mol. For the LUMO energy (spin up / spin down), the calculation gives -5.6 / -7.5 eV.

***

Here is a single C3H7NO4 molecule at a distorted geometry from the OMol25 dataset. Energies are from ωB97M-V/def2-TZVPD.

ORCA input file:
```
! RIJCOSX wB97M-V def2-TZVPD def2/J DEFGRID3
* xyz 0 1
O 1.16666 -1.13395 1.18827
O -0.40329 0.46384 0.72779
O 0.27296 -0.81506 -0.97744
O -1.67157 -1.60554 0.50384
N -2.33336 0.25549 -0.67684
C 1.90749 0.84800 0.11941
C -1.45570 -0.54404 0.00211
C 0.77895 -0.11128 0.39741
H 0.25622 -0.17315 -1.70016
H -2.13964 1.24358 -0.64923
H 0.39472 -1.69595 1.37239
H -3.30149 0.01713 -0.52383
H 1.58639 1.60823 -0.58896
H 2.77326 0.30471 -0.25127
H 2.16839 1.33797 1.05652
*
```

The strongest force on any atom is 3.2 eV/A. The total energy comes out at -12904.0048 eV. The molar mass comes out at 121.1 g mol⁻¹. The value obtained for the frontier orbital gap is 0.413 Ha. The calculation puts the relative energy (zero: lowest compared OMol25 entry of this formula, charge and spin) at 191.2 kJ/mol. For the LUMO energy, the calculation gives 0.7 eV.

***

Here is 2 unconnected molecules or ions with the total composition C3H7NO4 at a distorted geometry from the OMol25 dataset. Energies are from ωB97M-V/def2-TZVPD.

ORCA input file:
```
! RIJCOSX wB97M-V def2-TZVPD def2/J DEFGRID3
* xyz 0 1
O -0.64743 -0.67610 -1.96342
O 1.23916 1.75182 -0.73401
O 2.25196 -1.92246 2.25222
O -1.10688 -1.97926 -0.14422
N -0.92704 2.36883 -0.87250
C -0.43183 0.30723 0.25450
C 0.04763 1.56962 -0.49528
C -0.78181 -0.76541 -0.75117
H 2.10975 -1.69814 1.30474
H 3.12113 -2.38339 2.27023
H -1.31478 -2.67935 -0.82145
H -1.28131 0.76646 0.79573
H -1.90700 2.09736 -0.76065
H -0.68972 3.24633 -1.34175
H 0.31820 -0.00357 1.00702
*
```

The strongest force on any atom is 3.5 eV/A. The total energy comes out at -12905.0783 eV. The molar mass comes out at 121.1 g mol⁻¹. The value obtained for the frontier orbital gap is 0.382 Ha. The calculation puts the relative energy (zero: lowest compared OMol25 entry of this formula, charge and spin) at 87.6 kJ/mol. For the LUMO energy, the calculation gives 0.5 eV.

***

Here is a molecular structure, C3H7NO4 at a distorted geometry from the OMol25 dataset. Energies are from ωB97M-V/def2-TZVPD.

ORCA input file:
```
! RIJCOSX wB97M-V def2-TZVPD def2/J DEFGRID3
* xyz 0 1
O 1.49875 -0.46658 -0.10595
O -2.08393 0.26966 0.15313
O -0.49855 -0.39015 1.72600
O -1.08368 -1.75263 -0.14135
N 1.28058 -1.28024 -1.31661
C 0.44916 0.20862 0.33944
C -1.03992 -0.61436 0.35590
C 0.29876 1.69981 0.09295
H 1.25048 2.19323 0.28402
H -2.70540 -0.19691 -0.42134
H 0.00409 1.83576 -0.94858
H 0.62101 0.11350 1.61640
H 2.06947 -1.91932 -1.24786
H -0.48274 2.11731 0.71951
H 0.42192 -1.81770 -1.10565
*
```

The strongest force on any atom is 2.4 eV/A. The total energy comes out at -12897.9965 eV. The molar mass comes out at 121.1 g mol⁻¹. The value obtained for the frontier orbital gap is 0.302 Ha. The calculation puts the relative energy (zero: lowest compared OMol25 entry of this formula, charge and spin) at 770.9 kJ/mol. For the LUMO energy, the calculation gives -0.9 eV.

***

Here is a single C3H7NO4 molecule at a distorted geometry from the OMol25 dataset. Energies are from ωB97M-V/def2-TZVPD.

ORCA input file:
```
! RIJCOSX wB97M-V def2-TZVPD def2/J DEFGRID3
* xyz 0 1
O 1.06806 -1.08027 0.00748
O 1.78093 1.64730 0.79215
O 0.91100 1.11397 -1.24062
O -0.28395 0.81353 2.11608
N -0.28144 0.57862 0.72437
C -1.39352 -0.97240 -0.79327
C 1.01813 0.98344 0.12015
C -0.50788 -0.76427 0.40302
H -1.32730 -2.00449 -1.12969
H -1.12006 -0.29593 -1.59917
H -0.72254 -1.36121 1.28730
H 0.51993 1.36426 2.24282
H 1.26656 -1.10709 -0.94018
H 1.49396 1.84409 -1.49287
H -2.42186 -0.75954 -0.49759
*
```

The strongest force on any atom is 3.3 eV/A. The total energy comes out at -12901.9808 eV. The molar mass comes out at 121.1 g mol⁻¹. The value obtained for the frontier orbital gap is 0.356 Ha. The calculation puts the relative energy (zero: lowest compared OMol25 entry of this formula, charge and spin) at 386.5 kJ/mol. For the LUMO energy, the calculation gives 0.6 eV.

***

Here is 2 unconnected molecules or ions with the total composition C3H7NO4 at a distorted geometry from the OMol25 dataset. Energies are from ωB97M-V/def2-TZVPD.

ORCA input file:
```
! RIJCOSX wB97M-V def2-TZVPD def2/J DEFGRID3
* xyz 0 1
O -1.34382 -0.20323 -2.67773
O -2.46558 1.14304 0.32672
O 2.97166 -0.67561 1.27875
O 2.10881 0.74854 -0.23860
N -0.39059 0.28287 0.46614
C 2.03344 -0.19940 0.71264
C -1.68627 0.35631 0.81281
C 0.61528 -0.66948 0.91545
H -1.55526 0.33850 -1.89955
H -0.03760 1.02267 -0.12127
H 2.96527 1.18043 -0.34199
H -2.00378 -0.39630 1.54214
H 0.53685 -1.57628 0.30816
H -2.22074 -0.40343 -3.03413
H 0.47231 -0.94862 1.95045
*
```

The strongest force on any atom is 1.0 eV/A. The total energy comes out at -12905.0094 eV. The molar mass comes out at 121.1 g mol⁻¹. The value obtained for the frontier orbital gap is 0.392 Ha. The calculation puts the relative energy (zero: lowest compared OMol25 entry of this formula, charge and spin) at 94.3 kJ/mol. For the LUMO energy, the calculation gives 0.4 eV.

***

Here is a single C3H7NOS molecule at a distorted geometry from the OMol25 dataset. Energies are from ωB97M-V/def2-TZVPD.

ORCA input file:
```
! RIJCOSX wB97M-V def2-TZVPD def2/J DEFGRID3
* xyz 0 1
S -1.39687 -0.17404 1.23097
O -1.58439 1.52349 -0.72664
N -1.33042 1.46072 0.52959
C 0.09129 -0.61725 0.09800
C 1.37125 -0.18901 0.69342
C -0.29794 -0.66418 -1.33671
H -0.51999 0.25829 2.15640
H -0.84439 0.53800 -1.32461
H 2.24123 -0.69513 0.12993
H 1.60336 0.94303 0.60234
H 0.29372 -0.66665 -2.20694
H -1.20684 -1.29732 -1.61714
H 1.57997 -0.41996 1.77138
*
```

The strongest force on any atom is 3.9 eV/A. The total energy comes out at -17590.4101 eV. The molar mass comes out at 105.2 g mol⁻¹. The value obtained for the frontier orbital gap (spin up / spin down) is 0.273 / 0.292 Ha. The calculation puts the relative energy (zero: lowest compared OMol25 entry of this formula, charge and spin) at 725.5 kJ/mol. For the LUMO energy (spin up / spin down), the calculation gives 0.4 / 0.2 eV.

***

Here is a single C3H7NOS molecule from the OMol25 dataset. Energies are from ωB97M-V/def2-TZVPD.

ORCA input file:
```
! RIJCOSX wB97M-V def2-TZVPD def2/J DEFGRID3
* xyz 0 1
S -2.39450 1.57976 -0.52950
O 0.25811 -1.86208 0.87365
N 2.14040 -0.95055 0.00003
C -1.35666 0.32767 0.31750
C 0.00755 0.19601 -0.32181
C 0.78145 -0.98326 0.23380
H 2.59933 -1.84621 0.01111
H 2.46473 -0.31130 -0.70743
H -1.92041 -0.59794 0.28376
H -0.09377 0.11306 -1.40402
H -1.29927 0.63305 1.34603
H 0.65250 1.07506 -0.19281
H -1.83946 2.62673 0.08969
*
```

The strongest force on any atom is 0.8 eV/A. The total energy comes out at -17597.8669 eV. The molar mass comes out at 105.2 g mol⁻¹. The value obtained for the frontier orbital gap is 0.365 Ha. The calculation puts the relative energy (zero: lowest compared OMol25 entry of this formula, charge and spin) at 6.0 kJ/mol. For the LUMO energy, the calculation gives 0.8 eV.

***

Here is a single C3H7NOS molecule at a distorted geometry from the OMol25 dataset. Energies are from ωB97M-V/def2-TZVPD.

ORCA input file:
```
! RIJCOSX wB97M-V def2-TZVPD def2/J DEFGRID3
* xyz 0 1
S -1.02547 0.45555 -0.30827
O 2.20879 1.12957 -0.03447
N -0.21356 -0.99927 -0.07588
C 0.98660 -1.01729 0.25492
C -2.64759 -0.26817 -0.38119
C 1.94899 0.07027 0.84514
H -2.84093 -0.62194 0.60748
H -2.54211 -1.10919 -1.05560
H -3.43125 0.43600 -0.65485
H 1.39009 -2.02541 0.33700
H 2.91029 -0.42022 1.13849
H 1.49588 0.53234 1.79623
H 1.52214 1.16914 -0.74267
*
```

The strongest force on any atom is 3.2 eV/A. The total energy comes out at -17595.7496 eV. The molar mass comes out at 105.2 g mol⁻¹. The value obtained for the frontier orbital gap is 0.348 Ha. The calculation puts the relative energy (zero: lowest compared OMol25 entry of this formula, charge and spin) at 210.3 kJ/mol. For the LUMO energy, the calculation gives 0.8 eV.